No. 1
Entry from the Open Molecules 2025 dataset: a 2-piece molecular cluster, CH4Br2Si overall (the ωB97M-V functional and the def2-TZVPD basis).

As for the charge: 0. Its max |F| is 2.26 eV/A. Its molar mass is 203.9 g mol⁻¹. The value obtained for the LUMO energy (spin up / spin down) is -0.05 / -0.81 eV. As for the highest occupied orbital energy (spin up / spin down): -7.817 / -8.888 eV. Its relative energy (zero: lowest compared OMol25 entry of this formula, charge and spin) is 68.8 kcal per mole. For the HOMO-LUMO gap (spin up / spin down), the calculation gives 7.8 / 8.1 eV.

Last column: Mulliken charge in e.
Atoms and positions in Å:
C (1.7319, -0.2131, 0.6042)  -1.04
Si (-1.2840, 0.1011, -0.6875)  0.41
Br (-2.1291, 1.9719, 0.0187)  -0.17
Br (-2.4691, -1.5858, 0.0939)  -0.17
H (1.4020, 0.2809, 1.4990)  0.31
H (1.7749, -1.2769, 0.7667)  0.32
H (1.9850, 0.4191, -0.2174)  0.40
H (-1.0116, 0.3028, -2.0776)  -0.07



No. 2
Entry from the Open Molecules 2025 dataset: C23H51N3O3P4Zr as an isolated structure (the ωB97M-V functional and the def2-TZVPD basis).

As for the charge: +4. Its max |F| is 6.48 eV/A. Its molar mass is 632.8 g mol⁻¹. The value obtained for the LUMO energy is -14.26 eV. As for the highest occupied orbital energy: -18.321 eV. Its relative energy (zero: lowest compared OMol25 entry of this formula, charge and spin) is 0.0 kcal per mole. For the HOMO-LUMO gap, the calculation gives 4.1 eV.

Last column: Mulliken charge in e.
Atoms and positions in Å:
P (-0.2723, 2.6503, 1.1337)  1.10
C (1.0752, 3.8320, 0.8591)  -0.99
H (0.8947, 4.7415, 1.4564)  0.71
H (1.1256, 4.1137, -0.2018)  0.27
H (2.0392, 3.4022, 1.1577)  0.19
C (-1.6610, 3.6959, 0.6579)  -1.37
H (-2.6138, 3.2826, 1.0042)  0.43
H (-1.6843, 3.7740, -0.4400)  0.30
H (-1.5280, 4.6919, 1.1048)  0.56
C (-0.3683, 2.6922, 2.9442)  -1.17
H (-0.5350, 3.7332, 3.2758)  0.50
H (0.5716, 2.3144, 3.3760)  0.42
H (-1.2002, 2.0599, 3.2946)  0.30
P (0.7591, -2.1582, 1.6314)  1.08
C (2.5104, -2.5135, 1.9174)  -0.96
H (2.6281, -3.4980, 2.4037)  0.51
H (2.9478, -1.7510, 2.5745)  0.46
H (3.0641, -2.5453, 0.9703)  0.31
C (0.1396, -2.1897, 3.3306)  -1.33
H (-0.9483, -2.2903, 3.3589)  0.39
H (0.4185, -1.2621, 3.8445)  0.35
H (0.5654, -3.0466, 3.8685)  0.51
C (0.2080, -3.7667, 1.0004)  -1.23
H (0.4304, -4.5559, 1.7376)  0.49
H (0.7244, -4.0022, 0.0609)  0.42
H (-0.8743, -3.7510, 0.8164)  0.29
P (-0.6861, -0.4461, -2.6910)  1.10
C (0.5847, -0.5139, -3.9655)  -0.60
H (0.1262, -0.6944, -4.9602)  0.69
H (1.2716, -1.3442, -3.7465)  0.53
H (1.1324, 0.4469, -3.9878)  -0.19
C (-1.6293, -1.9303, -3.1177)  -1.17
H (-1.7260, -1.9980, -4.2119)  0.53
H (-2.6343, -1.8977, -2.6784)  0.38
H (-1.0971, -2.8137, -2.7344)  0.30
C (-1.7221, 0.8628, -3.3941)  -1.20
H (-2.0778, 0.5417, -4.3892)  0.53
H (-1.1385, 1.7919, -3.4926)  0.14
H (-2.5824, 1.0458, -2.7324)  0.30
Zr (-0.6834, -0.0614, 0.2119)  -0.47
C (1.3831, 0.5192, 1.4336)  -0.03
O (2.2630, 0.8217, 2.1650)  -0.26
C (1.1068, -1.4030, -0.9633)  0.10
O (1.8618, -2.1418, -1.4829)  -0.26
C (-2.6940, -1.6062, -0.0685)  -0.37
C (-3.0857, -0.3596, -0.6482)  -1.15
C (-3.0249, 0.8212, 0.1279)  -0.32
C (-2.6846, 0.7521, 1.5160)  -1.20
C (-2.2991, -0.4854, 2.0787)  -0.48
C (-2.3572, -1.6803, 1.2976)  -0.79
H (-2.9343, -2.5379, -0.6090)  0.64
H (-3.7125, -0.3744, -1.5748)  0.81
H (-3.5345, 1.7272, -0.2398)  0.68
H (-3.0193, 1.5680, 2.2050)  0.88
H (-2.2396, -0.5841, 3.1751)  0.66
H (-2.4338, -2.6668, 1.8232)  0.88
C (1.1083, 3.2616, -3.3000)  -0.90
N (2.2063, 2.2564, -3.3828)  0.25
C (3.0494, 2.5346, -4.5709)  -1.17
P (2.6362, 1.6739, -1.8383)  -1.69
O (1.4708, 1.1975, -1.0017)  1.45
N (3.7906, 0.4841, -2.1490)  0.54
C (4.4107, -0.1689, -0.9866)  -0.92
C (4.2506, -0.1129, -3.4062)  -0.97
N (3.5741, 2.9730, -1.2383)  0.81
C (4.3131, 2.8248, 0.0168)  -1.25
C (4.2977, 4.0121, -2.0236)  -0.96
H (0.5946, 3.3316, -4.2740)  0.49
H (1.4733, 4.2755, -3.0490)  0.35
H (0.3836, 2.9730, -2.5247)  -0.16
H (2.9605, 3.5832, -4.8896)  0.44
H (4.1097, 2.3536, -4.4143)  0.38
H (2.7291, 1.9319, -5.4361)  0.32
H (3.7768, -0.0889, -0.0902)  0.05
H (4.5506, -1.2422, -1.2040)  0.46
H (5.4087, 0.2479, -0.7554)  0.32
H (4.5174, -1.1660, -3.2186)  0.35
H (3.4799, -0.1212, -4.1768)  0.32
H (5.1550, 0.3676, -3.8107)  0.28
H (5.3357, 2.4486, -0.1316)  0.31
H (4.4086, 3.8151, 0.4849)  0.45
H (3.8060, 2.1764, 0.7272)  0.30
H (5.1891, 3.6274, -2.5671)  0.31
H (3.6637, 4.5707, -2.7306)  0.26
H (4.6956, 4.7646, -1.3082)  0.40



No. 3
Entry from the Open Molecules 2025 dataset: a 2-piece molecular cluster, C3H6ClNO overall (the ωB97M-V functional and the def2-TZVPD basis).

As for the charge: 0. Its max |F| is 4.24 eV/A. Its molar mass is 107.5 g mol⁻¹. The value obtained for the LUMO energy (spin up / spin down) is 0.69 / 0.69 eV. As for the highest occupied orbital energy (spin up / spin down): -7.808 / -7.809 eV. Its relative energy (zero: lowest compared OMol25 entry of this formula, charge and spin) is 76.3 kcal per mole. For the HOMO-LUMO gap (spin up / spin down), the calculation gives 8.5 / 8.5 eV.

Last column: Mulliken charge in e.
Atoms and positions in Å:
C (-0.1215, 1.7558, -0.5894)  0.10
C (-0.7932, -1.0088, -0.4270)  -1.14
C (0.4790, -0.3428, -0.0612)  0.43
N (0.7767, -0.1971, 1.2485)  -0.39
O (-0.0209, 2.5830, 0.2348)  -0.37
Cl (1.8695, -0.6909, -1.1303)  -0.24
H (-0.7767, 1.7776, -1.5678)  0.24
H (-0.9980, -1.0064, -1.5100)  0.30
H (-1.4838, -0.4476, 0.2296)  0.35
H (-0.8836, -2.0711, 0.0909)  0.31
H (0.5575, -0.9563, 1.8388)  0.18
H (1.3949, 0.6047, 1.6432)  0.23



No. 4
Entry from the Open Molecules 2025 dataset: one molecule with the formula C11H11Cl2N (the ωB97M-V functional and the def2-TZVPD basis).

As for the charge: 0. Its max |F| is 4.81 eV/A. Its molar mass is 228.1 g mol⁻¹. The value obtained for the LUMO energy is -0.50 eV. As for the highest occupied orbital energy: -8.304 eV. Its relative energy (zero: lowest compared OMol25 entry of this formula, charge and spin) is 56.4 kcal per mole. For the HOMO-LUMO gap, the calculation gives 7.8 eV. Its SMILES is CC1=NC2=CC=C[C@H](C(Cl)Cl)C2=C1C.

Last column: Mulliken charge in e.
Atoms and positions in Å:
C (2.5389, 0.3235, 1.3909)  -0.72
C (2.2228, 1.6206, 1.5051)  -0.14
C (2.1637, -0.4399, 0.1773)  -0.07
C (1.2291, 2.3612, 0.7242)  -0.62
C (0.7448, 0.0992, -0.2314)  0.00
C (0.5039, 1.5932, -0.0903)  0.29
C (-1.4813, 0.8488, -0.4663)  0.53
C (-0.5636, -0.2999, -0.3608)  0.55
C (-2.9633, 0.6971, -0.6220)  -1.62
C (-1.1149, -1.7288, -0.3313)  -1.48
C (3.5624, -0.3724, -0.7041)  0.08
N (-0.7834, 1.9669, -0.4251)  -0.77
Cl (4.0546, 1.3862, -1.0855)  -0.17
Cl (4.7315, -1.2205, 0.1707)  -0.14
H (3.3748, -0.0309, 2.1038)  0.28
H (2.5918, 2.2624, 2.3636)  0.26
H (1.9628, -1.5156, 0.3681)  0.41
H (0.9439, 3.3064, 0.8783)  0.63
H (-3.2952, -0.0642, -0.0243)  0.47
H (-3.1294, 0.4215, -1.5909)  0.40
H (-3.3546, 1.6361, -0.4382)  0.40
H (-0.1466, -2.4382, -0.5329)  0.28
H (-1.9312, -1.9714, -1.0577)  0.37
H (-1.3844, -1.7809, 0.6609)  0.40
H (3.5019, -0.8088, -1.7112)  0.38



No. 5
Entry from the Open Molecules 2025 dataset: one molecule with the formula C5H8FNO (the ωB97M-V functional and the def2-TZVPD basis).

As for the charge: 0. Its max |F| is 6.01 eV/A. Its molar mass is 117.1 g mol⁻¹. The value obtained for the LUMO energy is 0.72 eV. As for the highest occupied orbital energy: -9.305 eV. Its relative energy (zero: lowest compared OMol25 entry of this formula, charge and spin) is 157.3 kcal per mole. For the HOMO-LUMO gap, the calculation gives 10.0 eV. Its SMILES is FC[C@@H]1OC[C@@H]2N[C@H]21.

Last column: Mulliken charge in e.
Atoms and positions in Å:
C (-1.9146, -0.0278, 0.5476)  -0.52
C (-0.4306, 0.1384, 0.6010)  0.46
C (1.3598, 1.2124, -0.3994)  -0.47
C (1.6505, -0.0812, 0.1396)  0.22
C (0.4210, -0.8880, -0.2389)  -0.37
H (-2.4841, 0.9458, 0.8474)  0.25
H (-2.3894, -0.8345, 1.1809)  0.28
H (-0.0221, -0.1534, 1.7158)  0.01
H (1.5938, 1.1407, -1.5260)  0.22
H (1.9601, 2.1883, -0.1618)  0.29
H (1.5732, -0.1075, 1.3284)  0.24
H (1.8280, -1.9048, 0.7881)  0.31
H (0.2273, -0.6237, -1.2651)  0.35
N (1.8004, -1.4591, -0.1135)  -0.53
O (0.0691, 1.3836, 0.0774)  -0.43
F (-2.4399, -0.4032, -0.7369)  -0.31



No. 6
Entry from the Open Molecules 2025 dataset: a 2-piece molecular cluster, C3H8N2O2 overall (the ωB97M-V functional and the def2-TZVPD basis).

As for the charge: 0. Its max |F| is 2.64 eV/A. Its molar mass is 104.1 g mol⁻¹. The value obtained for the LUMO energy is 0.83 eV. As for the highest occupied orbital energy: -9.592 eV. Its relative energy (zero: lowest compared OMol25 entry of this formula, charge and spin) is 69.3 kcal per mole. For the HOMO-LUMO gap, the calculation gives 10.4 eV. Its SMILES is CC(=O)NN.C=O.

Last column: Mulliken charge in e.
Atoms and positions in Å:
C (1.8920, 0.0969, -0.3357)  -0.09
C (-1.4149, -0.9450, -0.4826)  -1.14
N (0.0553, 0.9295, 0.3116)  -0.06
C (-0.6385, 0.3045, -0.7962)  0.75
N (-0.0522, 0.5146, 1.6549)  -0.75
O (1.6061, -1.0441, 0.0607)  -0.57
O (-0.7488, 0.9452, -1.8126)  -0.57
H (0.1687, 1.9360, 0.2260)  0.31
H (0.5566, -0.3022, 1.7656)  0.29
H (-1.0034, 0.2150, 1.8537)  0.28
H (1.8767, 0.3109, -1.4160)  0.29
H (2.5445, 0.7862, 0.2208)  0.27
H (-1.6832, -1.4157, -1.4247)  0.32
H (-0.8299, -1.6381, 0.1167)  0.34
H (-2.3290, -0.6937, 0.0578)  0.33



No. 7
Entry from the Open Molecules 2025 dataset: one molecule with the formula C4H6N2S (the ωB97M-V functional and the def2-TZVPD basis).

As for the charge: 0. Its max |F| is 3.80 eV/A. Its molar mass is 114.2 g mol⁻¹. The value obtained for the LUMO energy (spin up / spin down) is 0.31 / -0.73 eV. As for the highest occupied orbital energy (spin up / spin down): -7.580 / -7.230 eV. Its relative energy (zero: lowest compared OMol25 entry of this formula, charge and spin) is 156.1 kcal per mole. For the HOMO-LUMO gap (spin up / spin down), the calculation gives 7.9 / 6.5 eV.

Last column: Mulliken charge in e.
Atoms and positions in Å:
C (1.8061, -1.4004, 0.0475)  -0.16
C (1.1551, 2.4193, 0.2682)  -0.19
C (-0.2109, 0.3141, 0.2379)  0.34
C (-1.7582, 0.2426, 0.1230)  -1.14
N (0.3215, 1.5644, -0.0567)  -0.10
N (0.4459, -0.9536, 0.0846)  -0.19
S (3.1682, -0.5138, 0.1087)  -0.25
H (1.8065, -2.5444, 0.0265)  0.26
H (-2.0478, 0.6019, 1.0911)  0.28
H (-2.2403, 0.7363, -0.6794)  0.44
H (-1.9353, -0.8240, -0.1476)  0.27
H (-0.3843, 2.0021, -0.6977)  0.20
H (-0.1264, -1.6445, -0.4062)  0.23



What did the first record say?
Entry from the Open Molecules 2025 dataset: a 2-piece molecular cluster, CH4Br2Si overall (the ωB97M-V functional and the def2-TZVPD basis).

As for the charge: 0. Its max |F| is 2.26 eV/A. Its molar mass is 203.9 g mol⁻¹. The value obtained for the LUMO energy (spin up / spin down) is -0.05 / -0.81 eV. As for the highest occupied orbital energy (spin up / spin down): -7.817 / -8.888 eV. Its relative energy (zero: lowest compared OMol25 entry of this formula, charge and spin) is 68.8 kcal per mole. For the HOMO-LUMO gap (spin up / spin down), the calculation gives 7.8 / 8.1 eV.

Last column: Mulliken charge in e.
Atoms and positions in Å:
C (1.7319, -0.2131, 0.6042)  -1.04
Si (-1.2840, 0.1011, -0.6875)  0.41
Br (-2.1291, 1.9719, 0.0187)  -0.17
Br (-2.4691, -1.5858, 0.0939)  -0.17
H (1.4020, 0.2809, 1.4990)  0.31
H (1.7749, -1.2769, 0.7667)  0.32
H (1.9850, 0.4191, -0.2174)  0.40
H (-1.0116, 0.3028, -2.0776)  -0.07



What did the sixth record say?
Entry from the Open Molecules 2025 dataset: a 2-piece molecular cluster, C3H8N2O2 overall (the ωB97M-V functional and the def2-TZVPD basis).

As for the charge: 0. Its max |F| is 2.64 eV/A. Its molar mass is 104.1 g mol⁻¹. The value obtained for the LUMO energy is 0.83 eV. As for the highest occupied orbital energy: -9.592 eV. Its relative energy (zero: lowest compared OMol25 entry of this formula, charge and spin) is 69.3 kcal per mole. For the HOMO-LUMO gap, the calculation gives 10.4 eV. Its SMILES is CC(=O)NN.C=O.

Last column: Mulliken charge in e.
Atoms and positions in Å:
C (1.8920, 0.0969, -0.3357)  -0.09
C (-1.4149, -0.9450, -0.4826)  -1.14
N (0.0553, 0.9295, 0.3116)  -0.06
C (-0.6385, 0.3045, -0.7962)  0.75
N (-0.0522, 0.5146, 1.6549)  -0.75
O (1.6061, -1.0441, 0.0607)  -0.57
O (-0.7488, 0.9452, -1.8126)  -0.57
H (0.1687, 1.9360, 0.2260)  0.31
H (0.5566, -0.3022, 1.7656)  0.29
H (-1.0034, 0.2150, 1.8537)  0.28
H (1.8767, 0.3109, -1.4160)  0.29
H (2.5445, 0.7862, 0.2208)  0.27
H (-1.6832, -1.4157, -1.4247)  0.32
H (-0.8299, -1.6381, 0.1167)  0.34
H (-2.3290, -0.6937, 0.0578)  0.33